1.
Density functional theory data (ωB97M-V with the def2-TZVPD basis set) for 2 unconnected molecules or ions with the total composition C40H29O3 at a distorted geometry.

Last column: Löwdin charge in e.
Geometry (Å):
C -3.5912 -1.6343 -2.2354  -0.09
C -2.3372 -2.1911 -2.0305  -0.09
C -1.2070 -1.3681 -1.9976  -0.03
C -1.3056 0.0132 -2.2608  -0.12
C -0.1192 0.9570 -2.3477  -0.37
C 1.1486 0.3219 -2.0039  -0.04
C 2.4032 0.9108 -2.4731  -0.37
C 3.5734 -0.0561 -2.5170  -0.14
C 3.4669 -1.4599 -2.5250  -0.04
C 4.6207 -2.2617 -2.5015  -0.10
C 5.8850 -1.6772 -2.5509  -0.10
C 5.9974 -0.2783 -2.5615  -0.09
C 4.8606 0.5142 -2.5508  -0.03
O 2.5853 2.1184 -2.7277  0.03
O -0.3096 2.1603 -2.6281  0.03
C -2.5831 0.5567 -2.5235  -0.03
C -3.7159 -0.2409 -2.4232  -0.07
H -4.4640 -2.2806 -2.2804  0.09
H -2.1896 -3.2721 -1.9221  0.10
H -0.2528 -1.8701 -1.8235  0.09
H 1.1628 -0.7650 -1.6631  0.09
H 2.5042 -1.9713 -2.5759  0.10
H 4.4981 -3.3458 -2.4848  0.10
H 6.7732 -2.3035 -2.5997  0.09
H 6.9714 0.2060 -2.6106  0.10
H 4.9414 1.6007 -2.5826  0.12
H -2.6551 1.6039 -2.8303  0.11
H -4.6922 0.2227 -2.5551  0.10
C -5.7228 4.0412 0.2938  -0.12
C -4.6587 3.9686 -0.6060  -0.10
C -3.5098 3.2498 -0.2783  -0.04
C -3.4734 2.4398 0.8755  -0.16
C -2.3171 1.5840 1.1402  -0.08
C -1.1035 1.8395 0.5418  0.02
C 0.0410 1.0093 0.7338  -0.20
C 1.2417 1.3405 0.0205  0.01
C 2.5543 0.9219 0.4651  -0.21
C 2.8182 -0.4566 0.5141  -0.06
C 4.0932 -0.8997 0.8295  -0.08
C 5.0917 0.0182 1.1314  -0.09
C 4.8425 1.3925 1.0690  -0.09
C 3.5875 1.8566 0.7198  -0.01
C -0.0673 -0.1083 1.6000  0.02
C -1.2703 -0.5223 2.1332  -0.08
C -1.3890 -1.8220 2.8126  -0.15
C -0.5193 -2.8701 2.4381  -0.04
C -0.5411 -4.0899 3.1054  -0.11
C -1.3917 -4.2834 4.1950  -0.12
C -2.2773 -3.2659 4.5698  -0.09
C -2.3189 -2.0715 3.8461  -0.02
C -2.4166 0.4365 2.0862  -0.27
O -3.3751 0.2940 2.8637  -0.03
C -4.5660 2.5071 1.7649  -0.03
C -5.6553 3.3333 1.5085  -0.09
H -6.6037 4.6393 0.0570  0.09
H -4.6986 4.4880 -1.5644  0.10
H -2.6508 3.2934 -0.9423  0.09
H -0.9997 2.6587 -0.1733  0.11
H 1.1892 2.2564 -0.5610  0.12
H 2.0316 -1.1485 0.2101  0.11
H 4.2761 -1.9706 0.8131  0.11
H 6.0657 -0.3562 1.4173  0.09
H 5.6294 2.1050 1.2889  0.10
H 3.3713 2.9312 0.5976  0.13
H 0.8175 -0.7323 1.7399  0.09
H 0.1622 -2.7136 1.5969  0.10
H 0.1307 -4.8735 2.7739  0.09
H -1.3721 -5.2249 4.7394  0.09
H -2.9446 -3.3936 5.4204  0.09
H -3.0665 -1.3140 4.0818  0.10
H -4.5534 1.8943 2.6678  0.10
H -6.4510 3.4079 2.2496  0.09

## Properties
**Max |F|**: 2.18 eV/Å
**Total energy**: -48093.98787 eV
**Highest occupied orbital energy**: -3.989 eV
**Net charge**: -1


2.
Density functional theory data (ωB97M-V with the def2-TZVPD basis set) for a molecular structure, C40H30Cl2N4O2PS3Sc.

Last column: Löwdin charge in e.
Geometry (Å):
Sc 0.2609 -1.6008 -0.4528  0.75
Cl 2.4199 -7.4144 -3.0459  0.61
C 1.6619 -5.8449 -2.9844  -0.68
C 2.2209 -4.8667 -2.1831  -0.03
C 1.6376 -3.6051 -2.1309  -0.22
N 2.0432 -2.5806 -1.2800  -0.01
C 3.3353 -2.3282 -1.1020  -0.51
O 4.3145 -2.7885 -1.6922  0.02
C 3.5492 -1.3495 0.0253  -0.23
C 4.8379 -1.0860 0.4600  -0.01
C 5.0155 -0.3323 1.6041  -0.06
C 3.8930 0.1154 2.2800  -0.05
C 2.6470 -0.1696 1.7499  -0.13
N 2.4619 -0.8561 0.6247  0.05
C 0.4856 -3.3263 -2.8743  -0.21
C -0.0735 -4.3234 -3.6638  -0.05
C 0.5148 -5.5739 -3.7203  -0.68
Cl -0.2108 -6.7916 -4.7431  0.60
N -0.0655 -2.0332 -2.6906  0.03
C -0.4418 -1.4118 -3.8080  -0.48
O -0.3547 -1.8258 -4.9744  -0.01
C -1.1134 -0.0587 -3.6367  -0.17
C -1.7334 0.4811 -4.7642  -0.01
C -2.4605 1.6473 -4.6395  -0.08
C -2.5635 2.2324 -3.3867  -0.07
C -1.8892 1.6407 -2.3332  -0.13
N -1.1513 0.5359 -2.4468  0.14
H 3.0996 -5.0757 -1.5918  0.11
H 5.6519 -1.5285 -0.0963  0.11
H 6.0097 -0.1269 1.9843  0.10
H 3.9603 0.6652 3.2091  0.10
H 1.7610 0.1462 2.2750  0.07
H -0.9524 -4.1188 -4.2553  0.11
H -1.6294 -0.0563 -5.6955  0.11
H -2.9553 2.0848 -5.4994  0.10
H -3.1473 3.1288 -3.2179  0.10
H -1.9570 2.0719 -1.3449  0.08
S 0.4990 -4.6677 3.8315  0.25
C 1.0930 -4.0097 2.3935  -1.83
S -0.2000 -3.2316 1.3980  0.40
S 2.7064 -4.0118 1.9169  0.39
C -1.0065 -0.5893 3.7681  -0.05
C -0.3366 0.7507 3.8536  -0.27
C 0.0277 1.2442 5.1062  -0.05
C 0.6777 2.4583 5.2583  -0.10
C 0.9907 3.2093 4.1365  -0.10
C 0.6361 2.7392 2.8805  -0.10
C -0.0372 1.5284 2.7168  -0.32
P -0.4323 0.8655 1.0385  1.14
C 0.1345 2.2680 -0.0418  -0.32
C 1.2554 1.9192 -0.7955  -0.11
C 1.8962 2.8141 -1.6399  -0.07
C 1.4139 4.1049 -1.7415  -0.09
C 0.2993 4.4739 -1.0021  -0.06
C -0.3565 3.5832 -0.1567  -0.30
C -1.5723 4.0848 0.5710  -0.04
C -2.2498 0.7482 1.0952  -0.33
C -3.0397 1.5755 1.9042  -0.14
C -4.4155 1.4807 1.8960  -0.11
C -5.0171 0.5405 1.0583  -0.10
C -4.2390 -0.3175 0.3105  -0.05
C -2.8293 -0.2856 0.3396  -0.31
C -2.0375 -1.3657 -0.3329  -0.30
H -0.8273 -1.1692 4.6732  0.08
H -0.6479 -1.1979 2.9326  0.01
H -2.0859 -0.4823 3.6338  0.09
H -0.1930 0.6373 5.9772  0.11
H 0.9537 2.8053 6.2473  0.09
H 1.5188 4.1509 4.2295  0.09
H 0.9129 3.3201 2.0097  0.10
H 1.6596 0.9179 -0.7208  0.07
H 2.7550 2.4881 -2.2123  0.11
H 1.8902 4.8234 -2.3982  0.10
H -0.0933 5.4810 -1.0938  0.10
H -1.9078 5.0257 0.1325  0.08
H -1.3631 4.2576 1.6306  0.08
H -2.3962 3.3783 0.5203  0.06
H -2.5592 2.2992 2.5527  0.10
H -5.0145 2.1248 2.5292  0.09
H -6.0982 0.4583 1.0213  0.09
H -4.7068 -1.0864 -0.2940  0.11
H -2.4583 -1.5428 -1.3294  0.03
H -2.2823 -2.2746 0.2376  0.00

## Properties
**Max |F|**: 0.49 eV/Å
**Total energy**: -139568.43420 eV
**Highest occupied orbital energy**: -1.019 eV
**Net charge**: -2


3.
Density functional theory data (ωB97M-V with the def2-TZVPD basis set) for a molecular structure, C40H30ClMnO6S4 at a distorted geometry.

Last column: Löwdin charge in e.
Geometry (Å):
Mn 3.3091 0.9656 -1.6331  0.24
C 1.6191 -2.4438 6.3655  -0.05
C 1.8850 -1.7848 5.0458  -0.28
C 1.6327 -0.4308 4.8648  -0.04
C 1.8115 0.1698 3.6291  -0.05
C 2.2602 -0.5925 2.5681  -0.31
C 2.5503 -1.9400 2.7444  -0.07
C 2.3679 -2.5333 3.9767  -0.03
S 2.2725 -0.1455 0.8045  1.05
O 3.2519 0.9491 0.5251  -0.51
C 0.7242 0.8077 0.7867  -0.26
C 0.7405 2.2012 0.7278  -0.08
C -0.4317 2.8933 0.5560  0.00
C -1.6593 2.2170 0.3910  -0.16
C -2.8706 2.8989 0.1557  -0.03
C -4.0422 2.2093 -0.0340  -0.09
C -4.0507 0.8108 0.0039  -0.08
C -2.8942 0.1182 0.2506  -0.02
C -1.6809 0.7998 0.4634  -0.13
C -0.4605 0.1074 0.6748  -0.17
C -0.4281 -1.3398 0.8652  -0.14
C -0.9391 -1.8702 2.0786  -0.10
C -1.4641 -1.0374 3.0884  0.00
C -1.9711 -1.5699 4.2484  -0.07
C -1.9851 -2.9489 4.4387  -0.08
C -1.4506 -3.7854 3.4815  -0.03
C -0.8934 -3.2722 2.3008  -0.16
C -0.2902 -4.0991 1.3198  -0.01
C 0.2375 -3.5616 0.1750  -0.07
C 0.1680 -2.1858 -0.0685  -0.30
S 0.7765 -1.6862 -1.6964  1.12
O 1.8638 -0.6603 -1.5535  -0.67
C -0.6261 -0.6528 -2.2127  -0.34
C -0.4446 0.7039 -2.3973  -0.04
C -1.4476 1.4566 -2.9776  0.00
C -2.6283 0.8539 -3.3886  -0.27
C -3.6796 1.6204 -4.1303  -0.04
C -2.8131 -0.5036 -3.1500  -0.05
C -1.8180 -1.2612 -2.5678  -0.08
H 1.1042 -1.7597 7.0356  0.07
H 2.5505 -2.7595 6.8374  0.08
H 0.9972 -3.3260 6.2182  0.07
H 1.2644 0.1533 5.6979  0.11
H 1.5839 1.2161 3.4875  0.12
H 2.9143 -2.4987 1.8959  0.10
H 2.5765 -3.5865 4.1109  0.12
H 1.6859 2.7177 0.8205  0.09
H -0.4267 3.9723 0.5170  0.12
H -2.8611 3.9808 0.1191  0.11
H -4.9646 2.7448 -0.2202  0.10
H -4.9757 0.2776 -0.1709  0.10
H -2.8980 -0.9616 0.2813  0.12
H -1.4795 0.0319 2.9428  0.12
H -2.3667 -0.9146 5.0125  0.11
H -2.4106 -3.3592 5.3431  0.10
H -1.4555 -4.8559 3.6346  0.11
H -0.2596 -5.1658 1.4885  0.11
H 0.6997 -4.1965 -0.5677  0.11
H 0.4871 1.1659 -2.0832  0.08
H -1.2895 2.5141 -3.1337  0.12
H -3.4295 2.6775 -4.1696  0.08
H -4.6550 1.4931 -3.6620  0.07
H -3.7375 1.2397 -5.1508  0.08
H -3.7412 -0.9715 -3.4415  0.11
H -1.9647 -2.3146 -2.3839  0.11
S 3.1433 0.8625 -3.9762  0.61
C 2.0766 2.1905 -4.3991  -0.71
C 1.4733 2.2448 -5.6546  -0.15
C 0.5980 3.2669 -5.9686  -0.13
C 0.3103 4.2542 -5.0344  -0.15
C 0.9178 4.2232 -3.7948  -0.17
C 1.8043 3.2034 -3.4662  -0.71
S 2.5453 3.1781 -1.8765  0.62
H 1.6993 1.4655 -6.3662  0.09
H 0.1252 3.2877 -6.9410  0.08
H -0.3937 5.0375 -5.2787  0.08
H 0.7094 4.9668 -3.0439  0.08
O 4.4875 -2.1606 -2.1321  -0.32
Cl 5.1074 -1.4518 -1.0755  0.64
O 4.3465 -1.6130 0.1220  -0.39
O 6.4344 -1.8970 -0.8672  -0.31
O 5.1628 -0.0526 -1.4301  -0.40

## Properties
**Max |F|**: 2.08 eV/Å
**Total energy**: -141429.90718 eV
**Highest occupied orbital energy (spin up / spin down)**: -3.646 / -3.601 eV
**Expectation value of S²**: 0.793
**Multiplicity**: 2
**Net charge**: -1


> The lowest max |F| belongs to which entry?

C40H30Cl2N4O2PS3Sc